Molecular formula: C6H7Br
Method: DFT, wB97M-V/def2-TZVPD

Summary:
**SMILES**: C#CC1=CC1.CBr
**Kohn-Sham gap**: 9.2 eV
**HOMO energy**: -0.3219 hartree
**Total charge**: 0

CARTESIAN COORDINATES (ANGSTROEM)
C -0.75330 -0.12529 -0.21880
C -0.42085 0.14020 -1.57598
C -0.72689 0.62754 1.13726
C -1.04650 -0.83787 0.91432
C -0.25114 0.43951 -2.72807
C -4.02981 1.88552 -0.44524
Br -4.17578 0.05608 0.42217
H 0.22223 0.94792 1.54976
H -1.50252 1.36702 1.26962
H -2.82618 2.07285 -0.58576
H -1.04344 -1.81718 1.42825
H -4.11799 1.98652 -1.50203
H 0.05669 0.49303 -3.74708
H -4.72333 2.59902 -0.12563